89
Properties=species:S:1:pos:R:3:forces:R:3:lowdin_charge:R:1 method="wB97M-V/def2-TZVPD" gap_ev="5.420 / 5.431" total_energy_ha=-3020.2787 e_above_lowest_kcal_mol=99.9
H 0.6214 -2.5288 -4.4589 0.06 -0.16 0.39 0.11
H -0.9576 4.2815 3.5986 -0.01 -0.15 -0.36 0.10
H -2.7313 1.1413 0.1163 0.28 -0.32 0.03 -0.02
H -5.0196 0.3339 1.5878 0.10 0.02 0.54 0.09
C -4.6539 0.0332 2.5883 0.00 -0.38 -0.51 -0.02
H 3.2654 0.4795 1.4805 0.49 -1.15 -0.64 0.10
H 0.8884 -2.6621 5.2875 -0.12 0.11 0.00 0.11
H 2.3861 1.9991 -1.1619 -0.51 0.21 -0.21 0.06
H 5.0643 -2.3265 0.0407 -0.18 -0.10 0.09 0.10
C -2.2418 -3.7446 -2.0962 -0.16 -0.32 -0.47 -0.08
C -0.1356 4.0622 2.9206 0.44 0.47 -0.15 -0.06
C -1.4688 0.7927 -3.7860 0.18 0.69 -0.75 -0.37
H -5.4295 0.1661 3.3445 -0.09 -0.23 -0.27 0.08
C -2.6167 2.4375 -5.7646 0.06 -0.09 0.22 -0.08
C 3.3548 -0.2586 0.6371 2.70 -0.28 1.51 -0.25
C 0.3938 -2.3779 3.2140 0.04 -0.15 0.00 -0.07
H 2.6999 -0.7315 -3.0897 -0.71 0.08 0.83 0.09
F -5.1976 2.4429 3.5515 1.02 0.60 -0.41 0.09
H 2.8276 5.4184 1.8883 -0.45 -0.28 -0.06 0.10
C -3.0213 0.4160 4.4607 -0.81 0.77 -0.59 -0.48
H 2.9138 3.2511 0.6525 -0.15 0.20 0.35 0.09
H 2.6709 -1.9727 1.7465 0.17 0.55 0.02 0.10
C 3.2786 -1.5944 0.9299 -0.39 0.40 0.53 -0.05
H -2.7578 0.3311 -1.4998 0.02 -0.21 0.27 -0.04
H 4.2334 1.2713 -0.5815 -0.06 -0.03 -0.05 0.08
C 3.0713 -1.2039 -2.1732 -0.25 -0.13 -0.78 -0.13
C -1.6587 2.1774 -3.5473 0.28 -0.45 0.09 -0.09
F -2.7646 -0.9203 4.4764 0.06 0.80 0.27 0.11
H -2.3294 4.0625 -4.3598 0.07 -0.38 -0.04 0.11
H 4.6824 0.1255 -2.4984 0.06 -0.21 0.00 0.11
C 1.0290 -0.2468 2.2435 0.74 -0.52 -0.48 -0.34
C 0.9015 -1.9792 4.4472 -0.03 0.30 -0.20 -0.06
C -2.2182 2.9891 -4.5345 -0.07 -0.20 -0.44 -0.08
H 5.4001 0.1501 0.0350 -0.46 -0.14 -0.01 0.13
H 5.1542 -1.3343 -1.6619 0.03 -0.08 -0.19 0.10
H -2.9598 0.6070 -6.8657 0.15 0.06 0.23 0.10
C 1.4351 -0.7042 4.5764 0.04 0.25 -0.15 -0.05
C -3.9313 2.3860 3.0030 -0.29 -0.85 0.21 -0.48
C 0.4965 -1.5493 2.1115 0.24 0.48 0.16 -0.21
H -3.3027 -0.5480 0.0049 -0.08 0.56 -0.23 -0.02
H 4.2040 -3.4814 1.0521 -0.01 0.26 -0.15 0.12
H 1.8962 1.1809 3.5944 -0.02 -0.23 0.11 0.12
H 1.5008 1.2789 -3.1116 -0.45 0.53 0.42 0.08
F -3.1372 3.2232 3.7224 -0.50 -0.25 -0.41 0.11
H 2.8083 -4.1752 -0.6184 0.04 0.26 -0.19 0.11
C -0.8419 -1.9278 -2.9686 0.12 -0.87 0.19 -0.40
F -4.0192 2.8946 1.7443 0.03 -0.18 0.83 0.12
C -1.4333 -4.6805 -2.7380 0.46 0.27 -0.09 -0.07
H 0.8449 5.9627 3.3180 0.03 -0.49 -0.25 0.11
C -0.0820 2.8557 2.2258 -0.18 -0.55 0.12 -0.06
C 0.8887 5.0069 2.7788 0.30 -0.30 0.02 -0.08
F -1.9301 1.0665 4.9547 -0.66 -0.70 -0.24 0.11
C 1.5609 1.2931 -1.0213 0.48 -0.80 -1.78 -0.33
C -0.3459 -4.2342 -3.5053 -0.28 -0.13 -0.53 -0.09
C 2.0598 3.4863 1.2988 0.14 -0.07 0.24 -0.11
P -0.3698 -0.1678 -2.7359 -0.86 0.12 -0.28 0.96
C 4.3791 0.2085 -0.3879 -0.41 -0.11 -0.14 -0.17
H 0.3430 -4.9616 -3.9454 -0.43 0.22 -0.09 0.11
C 0.9899 0.8761 -2.2246 1.35 0.11 0.69 -0.36
C 3.3929 -3.3016 -0.9444 -0.59 -0.19 0.91 -0.17
C 1.0474 2.5294 1.4610 0.28 0.47 -0.33 -0.34
H -1.3403 2.6059 -2.5841 -0.11 -0.20 -0.56 0.11
C -2.5716 1.0427 -5.9452 0.02 0.43 0.27 -0.09
C 4.0631 -2.6935 0.2974 0.55 -0.07 0.05 -0.17
H -1.6569 -5.7459 -2.6656 0.23 0.29 0.11 0.11
H -2.9553 3.0922 -6.5850 0.04 -0.43 0.60 0.11
C 4.3638 -0.5863 -1.7299 0.82 0.18 -0.26 -0.17
C -2.0097 0.2265 -4.9650 0.10 0.11 0.24 -0.09
H -2.5625 -1.6869 -1.6566 0.16 -0.20 -0.26 0.04
C -2.6118 0.1987 -0.4175 -0.71 -0.74 -0.12 -0.26
C 2.5027 -2.3029 -1.6594 0.94 -0.27 -0.59 -0.11
F -4.0575 0.6393 5.3448 0.92 -0.31 -0.23 0.09
H 4.1942 -3.6912 -1.5849 -0.34 0.16 -0.19 0.12
H 1.4570 -2.5824 -1.8240 0.59 0.00 -0.50 0.07
H -3.1038 -4.0625 -1.5084 0.23 0.09 -0.17 0.11
H -0.9255 2.1507 2.2803 0.22 -0.03 0.17 0.09
H 1.8173 -0.3576 5.5261 0.02 -0.08 0.09 0.11
H -4.3644 -1.0293 2.5056 -0.05 0.46 0.17 0.09
C -0.1307 -2.8711 -3.7486 -0.07 0.24 1.05 -0.11
C -1.9520 -2.3964 -2.2110 0.54 0.56 0.10 -0.14
P 1.3518 0.8828 0.7088 -3.83 -0.46 0.45 0.98
C -3.4043 0.8677 2.9508 -0.17 -0.01 1.30 -0.55
H -1.9644 -0.8612 -5.1070 0.08 0.52 -0.04 0.10
C 1.9954 4.7075 1.9722 -0.03 0.22 -0.05 -0.09
O -2.3611 0.7074 2.1853 0.79 0.26 -0.04 -0.23
Hg -0.6155 -0.6545 -0.0898 -2.10 2.15 0.03 1.02
C 1.4985 0.1725 3.4881 -0.47 -0.16 -0.37 -0.07
H 0.2772 -2.0243 1.1133 0.29 0.20 0.94 0.06
H -0.0624 -3.3530 3.0965 0.08 -0.02 0.03 0.11